1.
Here is C5H8N2S in the gas phase in a non-equilibrium geometry from the Open Molecules 2025 dataset. Energies are from ωB97M-V with the def2-TZVPD basis set.

Values from the calculation:
SMILES string ... C=N/N=C1\CCCS1
HOMO ... -8.4234 eV
Calculated total energy ... -19126.116 eV
Orbital gap ... 8.8252 eV
Maximum force ... 5.90 eV/A

Last column: Mulliken charge in e.
CARTESIAN COORDINATES (ANGSTROEM)
H1 2.0072 0.5598 -1.4505  0.256
H2 2.3698 1.6364 -0.2559  0.460
C1 -0.2569 -0.3108 0.0462  0.235
H3 2.5657 -0.8205 1.3238  0.290
H4 -4.6380 -0.2319 0.1196  0.263
C2 0.3195 0.9806 0.0929  -0.285
H5 -3.3342 -1.7350 0.1731  0.258
C3 1.8212 0.7542 -0.3599  -0.711
C4 2.3368 -0.4754 0.2131  -0.549
S1 0.8640 -1.7875 -0.1577  -0.127
N1 -1.5205 -0.6727 0.0075  -0.151
N2 -2.5532 0.1665 -0.1611  -0.530
C5 -3.6072 -0.5791 -0.1118  -0.240
H6 -0.1912 1.9665 -0.2925  0.332
H7 0.5763 1.3644 1.1854  0.183
H8 3.2406 -0.8156 -0.3722  0.317

Forces on atoms 1 to 2 (eV/Å):
H -1.1045 0.2609 0.5218
H 1.1670 1.3689 0.9758

=====

2.
Here is C5H8N2S3 in the gas phase in a non-equilibrium geometry from the Open Molecules 2025 dataset. Energies are from ωB97M-V with the def2-TZVPD basis set.

Values from the calculation:
HOMO (alpha / beta) ... -7.1023 / -7.1006 eV
Calculated total energy ... -40797.277 eV
Orbital gap (alpha / beta) ... 6.8722 / 6.8694 eV
Maximum force ... 2.98 eV/A

Last column: Mulliken charge in e.
CARTESIAN COORDINATES (ANGSTROEM)
H1 3.9238 0.4422 -0.7836  0.279
C1 3.3982 0.8157 0.0902  -0.713
N1 -1.1633 -0.8005 0.6099  -0.064
C2 -0.5595 -2.0199 0.2899  -0.689
N2 1.4103 -0.8543 0.4397  -0.334
H2 1.3572 -2.9473 0.1856  0.411
C3 -3.4236 0.6678 0.0648  -0.799
H3 -4.5089 0.6440 0.0563  0.352
H4 -3.0395 0.6715 -0.9509  0.283
S1 2.8667 -0.5818 1.1325  -0.051
H5 -1.2071 -2.8439 0.0722  0.415
S2 -0.3917 1.7681 1.2115  -0.328
H6 2.5096 1.3626 -0.2027  0.192
C4 -0.4331 0.2130 0.9405  0.446
H7 -3.0735 1.5333 0.6202  0.256
S3 -2.9145 -0.8539 0.9071  0.003
C5 0.7945 -2.0297 0.3018  0.031
H8 4.0532 1.4437 0.6836  0.308

Forces on atoms 1 to 2 (eV/Å):
H 0.0282 0.0748 -0.1106
C 0.0171 -0.5905 0.1111

=====

3.
Here is a gas-phase ion, C5H8N3O (charge +1) in a non-equilibrium geometry from the Open Molecules 2025 dataset. Energies are from ωB97M-V with the def2-TZVPD basis set.

Values from the calculation:
SMILES string ... [NH3+][C@@H]1OCc2nccn21
HOMO ... -13.3235 eV
Calculated total energy ... -11822.959 eV
Orbital gap ... 9.3129 eV
Charge ... +1
Maximum force ... 5.57 eV/A

Last column: Mulliken charge in e.
CARTESIAN COORDINATES (ANGSTROEM)
C1 -0.0202 1.9396 -0.0733  -0.210
C2 0.9177 0.8075 -0.0222  0.373
H1 -1.1020 -0.7621 -1.2081  0.407
O1 -1.0938 1.4750 0.6767  -0.389
H2 1.1486 -2.2585 0.8293  0.526
C3 -1.0862 -0.1498 0.6164  -0.148
H3 -2.1974 -1.6214 -0.4866  0.375
N1 0.3065 -0.2705 0.5122  0.085
N2 -1.9131 -0.6513 -0.5887  -0.220
N3 2.1319 0.6097 -0.3866  -0.597
H4 -0.2457 2.1157 -1.1617  0.220
H5 -2.6548 -0.2230 -1.0336  0.282
H6 3.4396 -1.2888 -0.1465  0.334
H7 -1.6258 -0.5090 1.5202  0.358
C4 1.2812 -1.3348 0.4902  -0.368
C5 2.4235 -0.7574 -0.0031  -0.337
H8 0.2901 2.8788 0.4653  0.309

Forces on atoms 1 to 2 (eV/Å):
C 0.6564 1.2529 -0.7189
C 1.6862 0.6638 -0.4330

=====

4.
Here is a molecular structure, C5H8N3O in a non-equilibrium geometry from the Open Molecules 2025 dataset. Energies are from ωB97M-V with the def2-TZVPD basis set.

Values from the calculation:
HOMO ... -12.4675 eV
Calculated total energy ... -11823.420 eV
Orbital gap ... 8.6426 eV
Charge ... +1
Maximum force ... 1.91 eV/A

Last column: Mulliken charge in e.
CARTESIAN COORDINATES (ANGSTROEM)
H1 3.6372 -1.0816 -1.0450  0.352
C1 0.3744 0.9040 -0.0047  0.353
H2 -1.6959 1.0804 -2.0525  0.448
O1 2.6549 1.4006 0.2721  -0.616
H3 3.9440 -1.3330 0.5723  0.361
N1 1.4174 1.3848 0.2135  0.302
C2 -2.8584 -0.3175 0.6778  -0.351
N2 3.2573 -0.9971 -0.1009  -0.620
H4 -1.1871 -0.1915 1.9322  0.230
H5 -3.5289 -0.8042 1.3595  0.425
C3 -0.9576 0.5796 -0.0387  -0.013
H6 3.0757 0.1867 0.0964  0.373
C4 -1.8853 0.6579 -1.0860  -0.419
H7 2.4031 -1.5409 -0.0217  0.318
H8 -3.9856 0.0058 -1.1746  0.433
N3 -1.5936 -0.0328 1.0244  -0.052
C5 -3.0716 0.0989 -0.6242  -0.524

Forces on atoms 1 to 2 (eV/Å):
H -0.0510 -0.2037 0.1757
C 0.7733 1.0857 0.4828

=====

5.
Here is a gas-phase ion, C5H8N3O2 (charge +1) in a non-equilibrium geometry from the Open Molecules 2025 dataset. Energies are from ωB97M-V with the def2-TZVPD basis set.

Values from the calculation:
SMILES string ... C=CC[n+]1[nH]c(=O)[nH]c1O
HOMO ... -14.0810 eV
Calculated total energy ... -13871.356 eV
Orbital gap ... 10.3096 eV
Charge ... +1
Maximum force ... 3.88 eV/A

Last column: Mulliken charge in e.
CARTESIAN COORDINATES (ANGSTROEM)
H1 -3.0232 -0.6725 0.3985  0.414
H2 -2.7651 -0.2085 -1.9561  0.279
C1 -1.0393 0.4166 0.9376  -0.277
O1 0.0726 -1.9433 -0.5563  -0.466
H3 2.8683 -1.3335 -0.9023  0.321
C2 2.5674 0.6235 0.0944  0.270
C3 -2.1087 -0.1928 0.0289  -0.736
H4 -1.3196 0.9247 -1.6199  0.269
N1 2.1491 -0.6626 -0.5720  -0.083
N2 0.4455 0.0338 0.6047  0.310
H5 -1.0028 1.5712 0.8692  0.392
C4 0.9189 -0.9699 -0.2022  0.329
C5 -2.0828 0.2759 -1.2058  -0.392
N3 1.4033 0.9775 0.6668  -0.262
H6 -0.8932 -1.6513 -0.3224  0.457
O2 3.6615 1.0362 0.1628  -0.436
H7 1.3220 1.5820 1.5089  0.301
H8 -1.1738 0.1932 2.0652  0.310

Forces on atoms 1 to 2 (eV/Å):
H 0.8225 -0.2991 0.1668
H 0.4111 1.0555 0.7337

=====

6.
Here is a molecular structure, C5H8N3OP in a non-equilibrium geometry from the Open Molecules 2025 dataset. Energies are from ωB97M-V with the def2-TZVPD basis set.

Values from the calculation:
HOMO ... -8.0858 eV
Calculated total energy ... -21118.111 eV
Orbital gap ... 7.7934 eV
Maximum force ... 3.06 eV/A

Last column: Mulliken charge in e.
CARTESIAN COORDINATES (ANGSTROEM)
C1 -2.4779 -0.7679 -1.0277  -0.375
H1 1.0632 -0.2947 -1.9289  0.367
N1 -1.4722 0.0938 -1.2356  -0.507
C2 -1.2049 0.7207 -0.1312  0.398
C3 -2.8724 -0.6457 0.2944  -0.198
P1 1.4023 1.4908 0.0840  0.088
H2 -3.0801 -1.1746 -1.8083  0.361
N2 -2.1301 0.3961 0.7942  -0.098
H3 -3.8422 -1.0058 0.7903  0.275
N3 -0.1480 1.4861 0.1514  -0.285
H4 3.2900 1.6937 2.3393  0.246
H5 2.9094 1.1762 1.8566  -0.269
H6 1.9929 -2.1699 -0.2736  0.319
H7 -2.1281 0.5631 1.8161  0.269
C4 2.0240 -1.0017 -0.0835  0.220
C5 1.7449 0.0426 -1.1147  -0.800
O1 2.2607 -0.6745 1.1038  -0.482
H8 2.6685 0.0714 -1.6267  0.471

Forces on atoms 1 to 2 (eV/Å):
C -1.3304 0.7419 1.7993
H -0.1476 0.4637 1.0350